# 1
57
Properties=species:S:1:pos:R:3:forces:R:3 method="wB97M-V/def2-TZVPD" de_lowest_kcal_mol=12.8 max_force_ev_per_a=2.287
C 2.464239 -2.920595 0.009128 -0.01 -0.11 -0.69
C 1.868235 -2.334615 1.282923 -0.74 0.67 -0.81
C 0.360744 -2.630400 1.251442 -0.92 -0.38 -0.30
C -0.554176 -1.906533 0.216726 1.11 1.15 0.58
C -0.046358 -0.467078 0.009709 1.34 0.36 0.66
C -0.965790 0.601904 -0.429556 -0.43 -0.21 -1.30
C -1.021328 1.036272 -1.675913 1.27 0.41 -1.70
C -2.013464 1.980678 -2.283232 -0.14 1.57 1.65
H 1.861128 -3.766906 -0.343334 0.41 -0.20 0.31
H 3.522100 -3.174413 -0.020973 0.03 -0.15 0.45
H 2.352022 -2.213764 -0.807520 -0.07 0.41 -0.12
H 2.256626 -2.695141 2.216973 0.43 -0.55 0.26
H 2.063092 -1.246176 1.285290 -0.17 -0.43 0.13
H 0.226508 -3.687143 0.979283 0.21 -0.01 0.58
H -0.137283 -2.476713 2.209934 0.41 -0.02 0.13
H -0.600839 -2.482645 -0.711536 -0.28 0.28 -0.01
H -1.511274 -1.778201 0.719156 -0.33 -0.51 -0.36
H 0.375063 -0.119129 0.948603 -0.25 -0.10 0.83
H 0.904639 -0.416104 -0.536595 -0.35 -0.30 -0.68
H -1.640640 1.089609 0.240040 -0.35 -0.21 0.38
H -0.201818 0.777275 -2.386188 -0.65 -0.41 0.57
H -2.970132 1.490213 -2.360546 -0.50 0.05 -0.04
H -1.763223 2.406078 -3.232049 0.49 -0.35 -0.80
H -2.110043 2.931826 -1.672941 -0.24 -1.15 -0.20
H -2.252832 -1.493530 -2.157933 0.11 0.17 0.00
H -2.065421 -1.166150 -3.638773 0.19 -0.10 0.09
O -2.564613 -1.729615 -3.035597 -0.66 -0.14 0.17
H 2.970126 -0.250657 -2.346356 0.11 0.27 -0.27
H 3.636349 0.526081 -3.493158 0.14 -0.17 -0.08
O 2.782907 0.199932 -3.191077 -0.05 -0.36 0.36
H -0.110385 0.408442 3.213344 0.35 0.34 -0.11
H 0.623809 0.744128 4.592605 0.03 0.15 -0.44
O -0.033444 0.204093 4.145692 -0.18 -0.42 0.62
H -3.817613 -1.063838 0.550616 -0.10 -0.11 0.07
H -4.068705 -0.633227 2.009103 0.00 -0.41 -0.08
O -3.966796 -0.297378 1.114018 -0.41 -0.40 -0.52
H 2.540467 1.764657 -2.268436 -0.13 0.63 0.17
H 1.869017 1.742101 -0.956571 -0.02 0.17 0.09
O 2.285808 2.382085 -1.550041 -0.36 -0.43 -0.66
H 3.459856 1.492422 0.497984 -0.19 -1.00 -0.72
H 3.701147 0.010364 0.822685 0.10 -0.10 -0.25
O 3.559185 0.582676 0.057917 0.20 0.37 0.80
H -3.664361 1.660462 2.389288 -0.12 0.00 -0.26
H -2.663269 0.815515 1.514354 -0.88 1.03 1.07
O -2.738961 1.578104 2.155557 1.27 -0.19 -0.14
H 2.432536 3.198857 0.156655 0.34 -0.13 0.44
H 1.735746 2.602829 1.377263 0.33 0.33 -0.15
O 2.625178 2.810054 1.034094 -0.24 0.50 0.14
H -2.467761 -0.467213 3.444912 -0.13 -0.10 -0.55
H -1.319805 -1.239709 3.799075 0.19 -0.56 -0.30
O -2.013687 -1.264164 3.116879 -0.17 0.65 0.93
H -0.788721 3.354314 0.993433 0.57 0.43 -0.43
H -0.628617 2.298572 1.927594 0.38 -0.13 0.29
O -0.050820 2.887154 1.412498 -1.39 -0.27 0.43
H 0.548013 -1.381974 -3.813538 0.10 -0.34 0.11
H -0.463727 -2.598566 -3.959114 0.22 -0.03 0.35
O -0.231014 -1.720192 -4.263549 0.12 0.54 -0.70

# 2
30
Properties=species:S:1:pos:R:3:forces:R:3 method="wB97M-V/def2-TZVPD" de_lowest_kcal_mol=0.0 max_force_ev_per_a=2.297
O -0.895397 -1.376584 1.357400 0.02 -0.07 -0.27
S 3.219518 1.264379 -0.003495 -0.30 -0.47 0.46
N -1.537616 -0.652114 -1.104459 1.08 0.34 1.10
N -1.336286 1.185839 0.992788 0.68 -1.34 -1.74
N 0.958643 -0.095793 0.060868 -1.71 0.30 0.05
C 1.072809 1.613283 -1.719561 0.05 -0.28 1.13
C 3.252131 -0.495633 0.543834 0.41 0.27 0.06
C 1.840980 -0.859960 0.954370 0.02 0.34 0.93
C -1.814879 -2.076775 -1.267544 1.06 -0.85 -1.75
C -0.708245 -1.348967 -2.077892 -1.34 -1.81 0.15
C -2.778269 1.211112 1.128522 -0.27 0.80 1.70
C -1.800632 1.128182 2.355419 -1.92 0.78 0.27
C 1.386380 1.283483 -0.231052 0.67 -0.67 -1.19
P -0.717395 -0.291118 0.364958 0.44 -0.83 1.25
H 1.496550 2.587862 -1.909627 -0.06 0.36 -0.36
H 1.514829 0.874365 -2.403860 -0.10 0.20 0.40
H -0.010467 1.633303 -1.838444 -0.08 0.14 -0.23
H 3.958117 -0.601536 1.389365 -0.36 0.05 -0.50
H 3.564581 -1.135268 -0.278802 0.17 0.10 -0.07
H 1.667531 -0.541192 2.002394 0.12 -0.34 -0.35
H 1.702712 -1.962547 0.900650 -0.25 0.87 -0.14
H -2.718573 -2.394202 -1.792819 0.00 0.73 0.21
H -1.442835 -2.908280 -0.637263 -0.13 1.26 0.25
H -0.893034 -1.139435 -3.119830 -0.04 0.30 -0.04
H 0.284250 -1.736571 -1.848247 -0.11 0.64 0.19
H -3.430927 0.352210 0.901689 0.82 0.14 0.15
H -3.277247 2.177099 0.917915 0.58 -0.59 0.06
H -1.854379 0.225538 2.998929 0.42 0.39 -1.07
H -1.623244 2.062938 2.920886 -0.11 -0.60 -0.46
H 0.920394 2.016380 0.442909 0.26 -0.17 -0.20